No. 1
13
Properties=species:S:1:pos:R:3 method="wB97M-V/def2-TZVPD" gap_ha=0.41701 e_lumo_ev=1.014 de_lowest_kj_mol=271.80 total_energy_ev=-7796.8274 multiplicity=1
H -0.389 0.023 -1.243
C 1.856 0.235 -0.085
H 0.381 0.150 1.497
H -0.922 1.797 -0.410
H 2.212 1.233 0.212
H 1.913 0.180 -1.176
C -1.505 -0.387 0.057
C -0.658 0.728 -0.389
C 0.440 0.052 0.412
H -2.857 -1.650 0.397
H 2.529 -0.503 0.353
O -0.288 -1.205 0.122
N -2.710 -0.653 0.252

No. 2
56
Properties=species:S:1:pos:R:3 method="wB97M-V/def2-TZVPD" gap_ha="0.28848 / 0.27093" e_lumo_ev="-3.099 / -3.482" de_lowest_kj_mol=0.00 total_energy_ev=-52576.0234 charge=+1 multiplicity=2
O 1.753 1.323 -0.525
H -6.722 -0.693 -1.604
C 1.433 -2.255 0.162
O -0.057 -0.110 -1.809
C -0.174 -4.089 -1.077
C -3.510 -0.971 -3.738
H 1.907 3.873 4.294
N 0.171 2.947 -0.413
H 2.822 2.787 3.231
C 2.003 -3.406 -0.357
H -1.620 2.131 -0.082
H -2.606 -1.046 -4.324
C -4.747 -1.230 -4.300
N -0.694 2.141 0.342
H -4.515 -0.226 -0.579
C 0.581 0.735 3.162
C 2.144 -1.293 1.017
H -1.730 -2.669 -0.600
H -0.208 1.684 4.744
N 1.350 -0.399 1.483
C -5.905 -1.130 -3.538
S -1.014 0.253 2.590
N 1.684 0.396 2.535
N 0.107 -2.016 0.043
C 3.570 -1.449 1.406
N 0.657 1.431 4.300
H 4.182 -1.507 0.504
Ru -0.331 -0.025 0.349
C -0.676 -2.912 -0.554
H 3.113 1.856 -2.665
N -1.116 -0.360 -2.464
C 1.188 -4.329 -0.991
H -0.845 -4.797 -1.542
C 1.348 2.418 -0.854
H -6.867 -1.335 -3.986
C -5.824 -0.770 -2.203
H 2.585 0.940 4.883
H 3.957 2.723 -1.356
C -3.454 -0.606 -2.399
C 1.922 1.804 4.928
H -4.806 -1.513 -5.342
H 1.707 2.005 5.977
N -2.182 -0.333 -1.784
H -0.774 2.489 1.295
H 3.065 -3.576 -0.254
C 3.238 2.815 -2.167
H 1.611 -5.236 -1.402
H 3.490 3.274 4.794
H 3.732 -2.360 1.985
C -4.593 -0.504 -1.619
O 1.971 3.270 -1.651
H 3.884 -0.595 2.000
H -0.149 3.837 -0.755
C 2.572 3.010 4.268
H 3.551 3.578 -2.870
O -2.179 0.019 -0.491

No. 3
88
Properties=species:S:1:pos:R:3 method="wB97M-V/def2-TZVPD" gap_ha=0.07059 e_lumo_ev=3.086 de_lowest_kj_mol=0.00 total_energy_ev=-464402.6880 charge=-2 multiplicity=1
H -25.816 4.779 13.894
Cl -29.841 3.836 17.255
H -32.612 10.510 16.529
Cl -31.502 5.859 10.467
C -27.781 10.236 10.812
F -29.816 13.209 15.127
Cl -25.158 8.319 7.875
C -25.566 4.530 12.863
H -29.061 6.235 19.931
Cl -25.787 2.795 12.562
C -24.570 3.943 16.475
H -28.307 6.550 13.934
Cl -23.845 4.955 12.656
H -24.134 3.074 15.983
Cl -20.827 8.230 15.313
H -33.700 7.016 14.866
H -26.164 5.093 12.146
H -28.383 7.733 12.714
Cl -26.418 11.257 11.189
O -26.191 11.697 17.310
Cl -29.087 7.263 17.759
C -32.029 9.712 16.070
F -26.588 13.671 13.705
H -21.478 6.630 13.735
H -26.851 7.061 13.258
H -33.046 12.276 11.610
H -32.495 9.621 15.089
O -27.150 12.293 19.474
H -23.182 7.992 9.158
C -23.907 8.457 17.849
Cl -31.013 8.355 8.960
Cl -26.771 5.952 19.255
H -28.647 10.770 11.204
H -20.930 8.171 13.022
H -24.265 4.838 15.932
Cl -23.316 8.192 13.697
H -28.214 7.814 19.885
H -24.338 8.622 18.837
H -23.800 10.897 12.552
Cl -24.911 8.142 10.786
H -23.098 7.733 17.950
Cl -23.150 9.982 17.434
H -28.568 6.588 7.943
F -28.688 15.152 13.892
H -24.157 12.426 13.200
C -24.088 8.590 9.261
Cl -27.979 10.096 9.058
H -23.826 9.639 9.393
As -28.230 13.473 14.360
H -30.304 7.675 11.174
Cl -23.817 4.102 18.078
C -21.561 7.716 13.785
F -28.858 12.836 12.799
Cl -28.153 5.618 10.080
Cl -22.325 11.482 14.401
C -28.342 6.851 19.390
H -32.033 8.117 11.064
C -29.332 4.450 15.648
C -31.992 12.029 11.487
H -31.392 12.930 11.612
Cl -32.684 5.023 15.784
H -27.598 9.277 11.297
O -27.901 11.564 17.611
Cl -31.362 10.641 12.417
C -28.148 5.657 8.324
Cl -30.344 10.223 15.762
F -27.588 13.989 16.004
C -23.897 11.413 13.507
F -27.846 11.771 14.892
P -26.760 11.133 18.585
C -27.807 7.459 13.598
C -31.208 7.605 10.569
Cl -31.946 11.507 9.755
Cl -25.161 7.842 16.765
Cl -31.604 6.991 13.811
Cl -29.009 4.264 7.627
Cl -26.305 3.669 16.718
Y -27.342 10.016 16.239
O -27.142 9.650 18.366
Cl -25.235 10.782 14.465
Cl -29.435 3.246 14.418
H -33.651 5.721 13.640
H -30.031 5.207 15.291
C -33.094 6.220 14.433
H -27.145 5.671 7.897
Cl -32.207 8.225 17.058
H -28.424 5.053 15.668
O -27.675 8.478 14.560

No. 4
18
Properties=species:S:1:pos:R:3 method="wB97M-V/def2-TZVPD" gap_ha=0.40096 e_lumo_ev=-3.454 de_lowest_kj_mol=238.43 total_energy_ev=-9346.3857 charge=+1 multiplicity=1
O 0.253 1.904 -0.211
H -0.610 1.385 -2.246
C -0.627 -1.573 -0.741
H 0.543 1.012 2.895
N 0.914 -0.108 1.088
H -2.297 0.662 -1.624
H 1.846 -0.173 2.905
H 0.865 -1.110 1.054
H 0.462 2.164 0.659
H -1.327 -0.242 -2.864
N -0.379 -0.231 -0.989
C 0.174 0.580 -0.101
H 0.236 -2.230 -0.714
H -1.214 -1.636 0.195
C -1.227 0.500 -2.009
H 2.111 1.305 2.106
C 1.343 0.609 2.340
H -1.304 -1.967 -1.531

No. 5
83
Properties=species:S:1:pos:R:3 method="wB97M-V/def2-TZVPD" gap_ha="0.19057 / 0.11097" e_lumo_ev="-4.285 / -6.450" de_lowest_kj_mol=70.75 total_energy_ev=-206223.1081 charge=+1 multiplicity=5
H -1.900 0.006 -2.920
C -3.966 -2.985 -1.206
H 2.386 -2.144 2.032
O 2.183 -4.489 -6.214
O 1.912 -5.524 -4.010
H -4.912 -3.085 -1.719
C 2.298 0.355 2.798
H 0.667 -0.350 4.869
O 3.744 -3.959 -4.401
H 0.663 1.873 4.611
Se -4.276 1.146 0.039
C -2.169 2.631 2.807
H -4.935 3.951 -0.521
C -3.141 4.944 -1.203
C 0.188 3.215 2.290
H 1.245 2.970 2.410
C -3.890 3.858 -0.778
H 3.170 -0.215 3.132
H 0.683 -2.555 1.917
H -2.426 2.834 1.771
H -2.298 3.563 3.364
C -0.718 2.162 2.934
H -0.367 -0.335 -5.314
C 2.787 0.872 -0.629
H 3.535 2.805 -0.043
C 4.428 -0.808 -1.105
N -0.919 0.141 -2.687
C 0.807 -1.138 4.129
Si -0.509 0.391 2.124
H -2.879 1.904 3.208
C -0.395 2.056 4.430
H -1.590 -4.701 0.467
C -0.112 -0.923 -3.262
C 1.399 -1.741 1.790
H -2.897 -0.499 2.073
H -2.264 -0.392 3.709
H -3.764 -5.065 -0.721
C -1.276 3.476 -1.413
S 2.424 -4.417 -4.793
C -2.122 -3.880 0.008
H -0.242 3.296 -1.669
H -1.185 5.565 -1.859
C -1.610 -2.602 0.075
C 1.077 -0.569 2.730
S 1.165 1.489 -0.568
H 1.686 -3.610 -2.198
Se -4.369 -0.233 -1.803
Ru -0.809 0.309 -0.335
H -0.070 -1.785 4.146
H -0.017 3.316 1.225
N -2.226 -1.531 -0.454
H -0.669 -2.414 0.572
H 0.990 -2.262 -6.177
C 0.073 -1.055 -4.630
C 0.832 -2.115 -5.117
C 1.225 -2.881 -2.852
H 0.316 -1.674 -1.306
C -3.389 -1.731 -1.075
H -0.975 1.272 4.920
C 5.119 1.403 -0.413
C -1.808 4.748 -1.524
C 3.103 -0.432 -1.025
H 1.667 -1.737 4.443
H 5.903 2.112 -0.184
H 1.418 -1.433 0.740
N -1.982 2.425 -0.978
H 0.011 4.186 2.760
H 2.541 0.784 1.828
H -0.663 1.038 -3.089
H -1.781 -1.726 2.659
H 2.151 1.169 3.507
H 2.323 -1.131 -1.292
H -0.650 3.003 4.913
C 5.436 0.101 -0.796
H 4.679 -1.812 -1.422
H -3.593 5.923 -1.288
C -3.324 -4.080 -0.652
C -2.010 -0.660 2.681
C 3.801 1.797 -0.335
C -3.264 2.628 -0.671
C 1.384 -3.011 -4.218
H 6.472 -0.203 -0.865
C 0.466 -1.825 -2.379

No. 6
10
Properties=species:S:1:pos:R:3 method="wB97M-V/def2-TZVPD" gap_ha="0.27446 / 0.27732" e_lumo_ev="-7.222 / -7.143" de_lowest_kj_mol=511.40 smiles="C/[NH+]=C/N=O" total_energy_ev=-7170.7315 charge=+1 multiplicity=1
N 0.368 0.189 0.183
H 2.107 -0.911 0.047
C -0.827 0.358 -0.370
O -2.209 2.247 -0.853
H 0.543 -1.784 0.000
N -1.512 1.413 -0.478
H 0.738 0.960 0.739
C 1.088 -1.010 0.339
H 1.027 -1.084 1.407
H -1.323 -0.378 -1.013

No. 7
130
Properties=species:S:1:pos:R:3 method="wB97M-V/def2-TZVPD" gap_ha=0.04444 e_lumo_ev=-4.004 total_energy_ev=-217067.6678 multiplicity=1
O 1.277 -1.863 -3.854
C -2.480 -1.146 -0.935
H 4.784 -7.734 3.852
C -6.615 7.723 3.589
H 1.598 -9.773 4.533
C 4.913 6.844 -4.348
C -3.708 -3.600 -0.578
H -2.959 5.540 1.186
H -1.679 -3.407 3.620
H -6.512 -0.594 0.935
N -3.951 1.306 -2.415
C -3.556 -2.252 -1.556
C -2.658 -5.912 0.307
H 1.157 -2.656 1.496
C 3.600 2.948 -4.070
H 4.277 -5.057 0.524
H -4.669 -4.237 -0.836
C 3.908 1.592 -1.003
N 4.175 0.975 0.341
H 6.073 -3.526 2.065
H 2.404 -2.230 2.847
S 4.414 1.918 2.908
C 5.091 2.836 -3.336
C -0.435 -5.273 2.872
H -6.057 0.051 -0.772
H -1.755 -6.656 0.217
C 5.244 2.174 -1.825
C 2.053 8.091 -3.415
H -1.525 -7.313 2.758
H -0.866 0.126 -1.567
H 2.081 -9.276 6.185
H 4.115 5.564 -2.898
O -6.025 7.633 2.294
O 0.448 -2.986 3.587
C 4.249 -3.881 0.522
C -3.083 2.273 -3.195
H 4.463 -8.762 5.272
H -1.234 -2.136 -3.442
H 1.551 9.508 -4.961
C -2.229 0.298 1.258
H -5.844 7.827 4.359
K -2.047 -1.689 3.662
C 3.127 -3.145 -0.418
H 6.318 2.085 -1.348
C 3.067 -1.477 -0.501
O 0.556 -1.001 -3.185
H -2.191 -6.123 4.061
H -3.511 5.655 -0.496
H -2.059 -4.876 -1.637
O 4.431 7.415 -2.026
H 2.360 -3.736 -1.083
O -4.416 -0.675 0.566
C -3.251 0.017 -0.011
H -7.247 6.851 3.787
C -2.349 -4.531 -0.555
H 0.836 -0.157 0.800
H 1.503 1.326 -1.233
F 5.217 8.127 -4.660
C -3.841 5.524 0.539
Li 4.253 10.264 -5.858
S 1.677 2.179 1.580
H 2.375 8.778 -2.625
C -0.720 -3.640 2.962
H -1.791 -0.706 1.731
O -4.961 5.711 2.966
H -3.952 -6.314 2.154
Be -2.347 -7.004 5.558
H -0.338 -2.494 -1.781
F -3.763 3.494 -3.744
O -1.782 2.107 -3.474
H -3.196 -2.694 -2.605
H -4.949 1.673 -2.456
H -1.192 2.287 1.658
H 3.501 3.408 -5.157
Cl -3.847 8.085 -0.387
C 2.255 2.397 -3.276
H -0.957 1.763 -0.136
C -5.210 6.561 2.126
O -4.721 6.599 0.860
H 1.775 -2.431 -3.167
C -2.993 -5.655 1.891
F 6.098 6.172 -4.261
C 5.205 -1.314 1.323
C -0.609 -1.655 -2.551
C 1.608 -8.952 5.255
H 2.126 7.939 -5.576
H 0.188 -5.560 3.847
H 2.040 -4.048 2.431
O 2.611 6.789 -3.272
C -5.677 0.039 0.360
C 3.463 1.641 1.484
S 2.512 -7.540 4.576
O 1.930 -7.239 3.226
H -0.939 -3.177 1.897
H 0.974 7.959 -3.274
H 6.072 3.199 -3.883
F 2.453 2.245 -6.073
N -1.535 -0.570 -1.963
H -7.246 8.616 3.612
H -3.602 -6.466 -0.151
H 0.284 0.360 2.553
C 4.091 -0.529 0.355
H -4.619 -1.765 -1.794
H -3.866 -3.230 0.543
H 0.199 -5.585 1.936
H -4.362 4.564 0.615
C -3.598 1.341 -0.912
C 2.476 1.726 -1.784
H 2.265 -1.002 -1.209
C 4.069 -8.421 4.311
H -5.727 1.113 0.862
Br 4.553 -3.187 -2.293
C 5.282 -2.951 1.417
H 3.258 9.112 -4.895
H 5.991 -0.704 1.982
H -3.269 -4.552 2.171
C -1.011 1.340 0.953
H 3.909 -9.274 3.647
H 1.175 2.465 -3.736
F 4.280 6.319 -5.438
H -1.419 -4.023 -0.053
H -2.902 0.766 2.123
C 2.259 8.690 -4.793
H 0.581 -8.640 5.461
C -1.813 -6.168 2.931
O -3.657 2.589 -0.370
H -1.805 -1.765 -0.173
C 1.528 -2.993 2.579
C 4.042 6.653 -3.044
C 0.477 0.752 1.443

No. 8
25
Properties=species:S:1:pos:R:3 method="wB97M-V/def2-TZVPD" gap_ha=0.36405 e_lumo_ev=-3.695 de_lowest_kj_mol=57.84 total_energy_ev=-23450.1190 charge=+1 multiplicity=1
H -2.125 1.129 0.971
C -1.074 1.426 0.555
N -0.197 -0.850 0.629
C -0.821 2.686 0.158
H 0.452 -1.610 0.495
H 1.025 1.669 -1.971
H 1.737 -3.066 -0.764
H 2.464 2.425 -0.945
H -1.711 3.439 0.105
H 1.938 0.091 -0.362
H -1.879 -3.485 -0.370
H -1.174 -1.241 0.956
C 1.426 2.006 -0.936
N -2.290 -2.749 0.174
Cl -3.493 -1.698 -0.611
H -2.763 -3.325 0.872
C 1.391 0.894 0.049
H 1.945 1.405 0.950
H 1.016 3.594 0.508
H 1.647 -3.434 0.759
N 1.138 -3.063 0.010
C 0.500 3.143 -0.334
H 0.369 -3.592 -0.203
H 0.479 3.790 -1.142
C 0.001 0.417 0.446

No. 9
25
Properties=species:S:1:pos:R:3 method="wB97M-V/def2-TZVPD" gap_ha=0.31771 e_lumo_ev=-0.890 de_lowest_kj_mol=447.63 smiles="C[C@@]1(C=O)CCCC[C@@]1(O)N=O" total_energy_ev=-16135.3160 multiplicity=1
H -2.300 0.198 -0.613
C -0.305 -1.714 0.193
C 0.060 0.711 -1.745
O 1.885 2.225 0.888
N 1.946 -1.231 -0.837
H -0.671 0.029 -1.927
C -0.847 1.211 0.539
C -1.605 -1.152 0.862
H -0.071 -2.716 0.619
H -2.912 0.637 0.830
O 1.467 -0.631 1.429
H -0.497 1.196 1.690
H -2.589 -1.830 0.785
H 2.475 -0.759 1.262
H -1.248 2.320 0.322
H -1.194 -1.216 1.897
H 1.116 0.479 -2.194
C -1.958 0.244 0.457
H -0.376 1.715 -2.052
O 3.062 -1.157 -0.326
H 2.197 1.711 -1.052
C 0.873 -0.751 0.282
C 0.352 0.748 -0.289
H -0.425 -1.960 -0.891
C 1.565 1.691 -0.128

What is the multiplicity in the eighth record?
1

Among the records above, which one has the highest multiplicity?
C31H40N3O3RuS2Se2Si